--- 1 ---
Computed, not measured: a single C4H9NO4 molecule, with ωB97M-V/def2-TZVPD.

Values from the calculation:
* E_LUMO: 0.5 eV
* spin multiplicity: 1
* total charge: 0
* frontier orbital gap: 0.3606 hartree

Atoms and positions in Å:
1 C 1.69 -0.74 0.14
2 N 0.50 0.13 -0.27
3 C 0.93 1.51 -0.43
4 C -0.76 -0.30 0.37
5 O -0.54 -0.35 1.72
6 O -0.96 -1.60 -0.01
7 C -2.04 0.47 -0.13
8 O -2.64 1.31 0.50
9 O -2.23 0.15 -1.41
10 H 2.51 -0.24 -0.34
11 H 1.83 -0.87 1.18
12 H 1.58 -1.75 -0.29
13 H 1.20 1.91 0.54
14 H 1.73 1.38 -1.11
15 H 0.08 2.11 -0.87
16 H -1.40 -0.53 2.13
17 H -0.15 -2.28 -0.09
18 H -1.32 -0.30 -1.63

--- 2 ---
Computed, not measured: 2 unconnected molecules or ions with the total composition C4H9NO4, with ωB97M-V/def2-TZVPD.

Values from the calculation:
* E_LUMO: 0.1 eV
* spin multiplicity: 1
* total charge: 0
* frontier orbital gap: 0.3210 hartree

Atoms and positions in Å:
1 C -2.05 0.45 -0.13
2 C -0.80 0.54 0.37
3 C -0.56 1.10 1.74
4 C 0.55 0.76 -0.75
5 O 1.41 1.52 -0.38
6 O 0.18 0.65 -2.05
7 H -2.92 0.67 0.47
8 H -2.26 0.09 -1.13
9 H 0.47 1.44 1.87
10 H -1.21 1.95 1.98
11 H -0.69 0.34 2.51
12 H -0.42 -0.09 -2.20
13 O 2.39 -1.23 0.07
14 N 1.01 -1.31 -0.23
15 O 0.78 -2.18 -1.33
16 H 2.52 -1.88 0.78
17 H 0.06 -0.83 0.33
18 H 1.54 -2.00 -1.92

--- 3 ---
Computed, not measured: a single C4H9NO4 molecule, with ωB97M-V/def2-TZVPD.

Values from the calculation:
* E_LUMO: 0.5 eV
* spin multiplicity: 1
* total charge: 0
* frontier orbital gap: 0.3600 hartree

Atoms and positions in Å:
1 C 0.96 -0.10 -1.63
2 C 0.50 -0.18 -0.15
3 O 1.31 -1.02 0.72
4 C 0.77 1.26 0.49
5 O 0.21 2.26 0.12
6 O 1.59 1.31 1.53
7 C -1.22 -0.54 -0.01
8 N -1.60 -0.40 1.37
9 O -1.83 0.31 -0.88
10 H 0.18 0.54 -2.01
11 H 1.98 0.30 -1.35
12 H 0.89 -1.11 -2.02
13 H 1.44 -1.87 0.26
14 H 2.12 0.45 1.67
15 H -1.17 -1.64 -0.28
16 H -2.13 -1.23 1.51
17 H -2.29 0.39 1.55
18 H -1.70 1.27 -0.90

--- 4 ---
Computed, not measured: 2 unconnected molecules or ions with the total composition C4H9NO4, with ωB97M-V/def2-TZVPD.

Values from the calculation:
* E_LUMO (alpha / beta): -1.0 / -1.0 eV
* spin multiplicity: 1
* total charge: 0
* frontier orbital gap (alpha / beta): 0.2342 / 0.2341 hartree

Atoms and positions in Å:
1 C -0.52 0.68 -1.32
2 C 0.29 1.81 0.84
3 C -1.00 -1.62 0.76
4 C -0.33 0.64 0.21
5 N 2.31 -0.35 -0.28
6 O 2.71 -1.47 -0.68
7 O 3.06 0.57 0.20
8 O -1.98 -1.53 -0.19
9 O -0.74 -0.30 1.10
10 H -1.58 0.74 -1.65
11 H 0.08 -0.15 -1.75
12 H -0.04 1.66 -1.59
13 H 1.34 1.50 0.85
14 H 0.00 2.63 0.20
15 H 0.11 1.93 1.87
16 H -1.40 -2.12 1.70
17 H -0.01 -2.27 0.41
18 H -2.30 -2.35 -0.68

Stability ranking, top and bottom: 3 is the most stable and 2 is the least stable.